{
  "formula": "C28H62BIO13Si",
  "method": "wB97M-V/def2-TZVPD",
  "multiplicity": 1,
  "relative_energy_kj_mol": 31.9,
  "e_lumo_ev": 0.28,
  "gap_ha": 0.343,
  "elements": ["C", "B", "O", "C", "C", "I", "O", "C", "O", "C", "C", "C", "O", "Si", "C", "C", "C", "H", "H", "H", "H", "H", "H", "H", "H", "H", "H", "H", "H", "H", "H", "H", "H", "H", "H", "H", "H", "C", "O", "C", "C", "O", "C", "C", "O", "C", "H", "H", "H", "H", "H", "H", "H", "H", "H", "H", "H", "H", "H", "H", "C", "O", "C", "C", "O", "C", "C", "O", "C", "H", "H", "H", "H", "H", "H", "H", "H", "H", "H", "H", "H", "H", "H", "C", "O", "C", "C", "O", "C", "C", "O", "C", "H", "H", "H", "H", "H", "H", "H", "H", "H", "H", "H", "H", "H", "H"],
  "xyz": [[-0.0651, -2.8374, 0.2321], [0.3092, -3.0117, 1.7590], [0.2171, -4.2718, 2.2942], [0.7778, -1.8212, 2.7145], [0.5188, -0.4610, 2.0895], [0.2952, 1.0983, 3.5932], [1.5926, -0.2328, 1.2175], [2.5425, -1.2361, 1.4040], [3.2664, -1.6133, 0.5039], [2.3222, -1.7295, 2.8102], [3.0945, -2.9285, 3.3061], [4.1622, -2.5674, 4.3428], [4.6541, -1.2361, 4.2257], [5.8792, -0.8632, 3.1423], [6.2671, -2.2433, 1.9356], [5.2954, 0.6333, 2.1495], [7.4631, -0.4065, 4.0485], [-0.4089, -1.8437, -0.0328], [0.7923, -3.0847, -0.3905], [-0.8532, -3.5326, -0.0605], [-0.4550, -4.7489, 1.8077], [0.2778, -2.0249, 3.6562], [-0.4026, -0.3591, 1.5369], [2.4961, -0.8462, 3.4255], [2.3887, -3.5921, 3.8004], [3.5203, -3.5087, 2.4927], [4.9893, -3.2739, 4.3035], [3.7459, -2.6521, 5.3424], [5.4320, -2.4369, 1.2710], [7.1057, -1.9173, 1.3259], [6.5566, -3.1693, 2.4268], [5.8392, 1.5275, 2.4350], [5.4448, 0.4417, 1.0918], [4.2411, 0.8225, 2.3336], [8.2910, -0.7318, 3.4221], [7.5611, -0.9434, 4.9876], [7.5339, 0.6613, 4.2118], [1.6290, 2.5747, -0.4612], [2.2251, 3.8481, -0.5737], [1.9736, 4.4541, -1.8282], [2.0916, 5.9573, -1.7366], [0.9666, 6.5856, -1.1391], [0.8446, 6.4994, 0.2723], [1.7891, 7.4041, 1.0300], [3.0909, 6.8486, 1.0838], [4.0808, 7.8209, 1.3230], [2.0505, 1.8732, -1.1899], [1.8253, 2.2018, 0.5398], [0.5423, 2.6399, -0.6039], [0.9666, 4.1962, -2.1793], [2.7073, 4.0756, -2.5536], [2.1202, 6.3452, -2.7572], [3.0209, 6.2481, -1.2436], [0.9315, 5.4676, 0.6177], [-0.1716, 6.8388, 0.4854], [1.4172, 7.5284, 2.0568], [1.8133, 8.3865, 0.5427], [4.0788, 8.5862, 0.5378], [5.0451, 7.3169, 1.3157], [3.9391, 8.3029, 2.2976], [-0.1265, 2.5122, -8.6377], [-0.8589, 3.3080, -7.7355], [-2.0729, 3.7814, -8.2914], [-3.0660, 4.1304, -7.2069], [-3.7049, 3.0058, -6.6239], [-2.9557, 2.2385, -5.6948], [-2.7966, 2.8920, -4.3413], [-1.7890, 3.8859, -4.3741], [-1.9288, 4.8293, -3.3350], [0.1836, 3.0893, -9.5167], [0.7606, 2.1570, -8.1174], [-0.7128, 1.6452, -8.9642], [-2.5124, 3.0223, -8.9498], [-1.8610, 4.6819, -8.8847], [-3.8721, 4.6987, -7.6758], [-2.6071, 4.7668, -6.4480], [-1.9859, 1.9515, -6.1052], [-3.5400, 1.3272, -5.5508], [-2.5116, 2.1255, -3.6063], [-3.7554, 3.3303, -4.0389], [-2.8980, 5.3382, -3.3947], [-1.1402, 5.5700, -3.4502], [-1.8252, 4.3518, -2.3533], [-8.2108, -7.5545, 1.2810], [-7.2496, -6.9358, 2.1051], [-6.9104, -7.7265, 3.2307], [-5.5496, -7.3469, 3.7664], [-4.4660, -7.8578, 3.0052], [-4.1689, -7.2153, 1.7777], [-3.4720, -5.8829, 1.9339], [-4.3907, -4.8606, 2.2719], [-3.7608, -3.7629, 2.8873], [-9.1596, -7.6937, 1.8117], [-8.3771, -6.9042, 0.4248], [-7.8536, -8.5260, 0.9201], [-6.9072, -8.7899, 2.9630], [-7.6616, -7.5635, 4.0159], [-5.4451, -7.8112, 4.7491], [-5.4703, -6.2664, 3.8986], [-5.0571, -7.1183, 1.1510], [-3.4746, -7.8888, 1.2708], [-2.9914, -5.6197, 0.9781], [-2.6991, -5.9729, 2.7088], [-3.2453, -4.0704, 3.8048], [-4.5280, -3.0365, 3.1455], [-3.0403, -3.2936, 2.2031]],
  "forces_ev_per_angstrom": [[-0.4, 0.0, 0.4], [-0.1, -0.1, -0.6], [-0.2, 0.7, 0.6], [0.1, -0.7, -0.4], [-0.4, 0.0, 0.4], [0.2, 0.0, -0.1], [0.3, -0.4, -0.6], [0.9, -0.3, -1.2], [-1.2, 0.9, 1.7], [-0.4, 0.1, -0.1], [-0.1, -0.2, 0.2], [0.2, 0.4, 0.3], [0.2, -0.4, -0.5], [0.1, 0.7, -0.2], [-0.2, 0.0, 0.4], [0.1, -0.5, 0.4], [-0.4, -0.5, -0.2], [0.1, 0.2, -0.2], [0.3, 0.1, -0.1], [-0.1, -0.1, 0.0], [0.1, -0.6, -0.3], [0.1, 0.4, 0.3], [-0.1, 0.0, -0.1], [0.4, 0.0, 0.3], [-0.1, -0.2, 0.0], [0.1, 0.1, -0.3], [0.1, -0.2, -0.1], [-0.2, 0.1, 0.2], [-0.1, -0.1, -0.1], [0.2, 0.1, -0.1], [0.1, -0.2, 0.0], [0.1, 0.2, 0.0], [-0.1, 0.1, -0.2], [-0.2, 0.1, -0.1], [0.2, 0.1, -0.1], [0.0, 0.0, 0.2], [0.1, 0.2, 0.2], [0.1, 0.1, 0.0], [-0.2, 0.1, 0.1], [0.2, -0.1, 0.1], [0.0, 0.0, -0.1], [0.0, 0.0, 0.0], [-0.1, 0.0, 0.0], [0.1, -0.1, 0.1], [0.0, 0.0, -0.2], [0.0, -0.1, 0.1], [-0.1, 0.0, 0.0], [0.1, 0.0, 0.0], [0.0, -0.1, -0.1], [0.0, 0.0, 0.0], [-0.1, 0.0, -0.1], [0.0, 0.0, 0.0], [0.0, -0.1, 0.1], [0.1, 0.0, 0.0], [0.0, 0.0, 0.0], [-0.1, 0.1, 0.0], [0.0, 0.0, 0.0], [0.0, 0.0, 0.0], [0.0, 0.0, 0.0], [0.0, 0.1, 0.0], [0.0, 0.1, 0.0], [-0.1, -0.2, 0.1], [0.2, 0.1, 0.1], [-0.1, 0.1, 0.0], [0.0, 0.0, 0.0], [-0.1, -0.1, 0.0], [0.2, 0.0, 0.0], [-0.1, 0.1, -0.1], [0.1, -0.1, 0.0], [0.0, 0.0, 0.0], [0.0, 0.0, 0.0], [0.0, 0.0, -0.1], [0.0, 0.0, 0.0], [-0.1, 0.0, -0.1], [0.0, 0.0, 0.0], [0.1, -0.1, 0.0], [0.1, 0.1, 0.1], [0.0, 0.0, 0.0], [-0.1, 0.0, 0.0], [0.0, 0.0, 0.0], [0.0, 0.0, 0.1], [0.0, 0.0, 0.0], [-0.1, 0.1, 0.0], [0.0, 0.1, 0.0], [0.2, -0.1, -0.1], [-0.1, 0.2, 0.0], [0.0, 0.0, 0.1], [0.0, 0.0, 0.0], [0.0, -0.1, -0.1], [-0.1, 0.2, -0.1], [0.0, -0.1, 0.2], [0.0, 0.0, -0.1], [0.0, -0.1, 0.0], [0.0, 0.0, 0.0], [0.0, 0.0, 0.0], [0.0, 0.0, 0.0], [0.0, -0.1, 0.1], [0.0, 0.0, 0.0], [-0.1, 0.0, -0.1], [0.0, 0.1, 0.0], [0.0, 0.0, 0.0], [0.1, -0.1, 0.0], [0.0, 0.0, 0.0], [0.1, 0.0, 0.0], [0.0, 0.0, -0.1], [0.0, 0.0, 0.1]]
}